No. 1
71
Properties=species:S:1:pos:R:3:forces:R:3 method="wB97M-V/def2-TZVPD" multiplicity=1 charge=+1 smiles="CCCO[C@]1(C)O[C@H](B(O)O)N(CC[C@](F)(Br)C(F)(F)Br)C(NP(N)O)=[N+]1CCOCC(F)(F)C(F)(F)C(F)(F)C(F)F" orbital_gap_ev=8.96
C 4.718 0.040 1.752 0.5191 -0.0609 1.1749
C 4.165 -0.562 3.060 -1.2009 -0.1856 -1.4074
C 2.616 -0.744 2.969 1.2260 -0.0205 0.6823
O 2.227 -0.769 1.588 -0.6004 -1.0573 -0.1615
C 0.883 -0.543 1.392 0.2130 2.1384 0.2614
C 0.675 1.006 1.375 0.4758 -0.3315 -0.0391
O 0.123 -1.211 2.361 0.3958 0.0629 -0.0269
C -1.187 -0.764 2.364 -1.2639 -1.2507 1.3665
B -2.045 -1.853 3.203 0.1802 -0.0930 -0.0141
O -3.182 -1.534 3.918 0.6430 0.4086 0.2235
O -1.600 -3.121 3.201 -0.4151 -0.2759 -0.0942
N -1.793 -0.712 1.001 1.9527 1.7731 -0.3705
C -2.459 0.612 0.748 -0.8688 -0.1891 -0.0981
C -3.921 0.597 1.222 0.5838 -0.0181 0.4649
C -4.847 1.478 0.391 -0.9929 0.2496 0.5955
F -4.323 1.804 -0.799 0.5974 -0.2164 -0.5324
Br -5.190 3.178 1.314 0.1110 -0.1379 -0.0974
C -6.238 0.793 0.132 1.0381 1.3329 -2.1403
F -6.040 -0.478 -0.182 0.1271 -1.1897 0.1954
F -7.025 0.886 1.147 -0.9673 -0.1957 1.5072
Br -7.073 1.578 -1.459 -0.1800 0.1111 0.2763
C -0.910 -1.054 -0.013 -0.8382 0.4695 0.1506
N -1.407 -1.418 -1.179 -0.8246 -0.7668 -1.5116
P -3.168 -1.523 -1.506 -1.6411 0.8284 1.3347
N -3.305 -0.713 -3.023 1.3699 -1.0759 0.3606
O -3.481 -3.126 -1.729 0.8814 0.4084 -0.7119
N 0.442 -1.054 0.091 -0.0716 -2.1370 1.4453
C 0.940 -2.440 -0.184 1.1904 -0.2727 -1.7595
C 1.691 -2.443 -1.574 -0.6610 -0.3076 0.4896
O 1.548 -1.199 -2.214 0.5576 -0.3514 -0.5191
C 2.663 -0.358 -2.089 0.2096 1.1166 0.7492
C 2.849 0.532 -3.332 -1.2527 -0.7039 0.1868
F 4.120 0.603 -3.709 0.9275 0.2105 0.1335
F 2.178 -0.055 -4.338 -0.3020 -0.1110 -0.5937
C 2.248 1.957 -3.191 1.1919 -0.4634 -0.7800
F 1.935 2.388 -4.406 -0.2721 0.3604 -0.8427
F 1.109 1.853 -2.494 -0.5514 0.1108 0.7406
C 3.196 3.007 -2.586 -1.2123 0.8339 0.6523
F 4.215 3.281 -3.370 0.7969 -0.2658 -0.6188
F 3.638 2.537 -1.404 0.2708 -0.3498 0.5352
C 2.444 4.333 -2.323 -0.9383 -0.4495 0.3340
F 2.255 4.967 -3.475 0.0347 0.3564 -0.9034
F 3.163 5.111 -1.521 0.6859 0.3244 0.5249
H 5.765 0.277 1.935 0.0385 0.2588 -0.1490
H 4.166 0.951 1.536 0.1346 0.0862 -0.3904
H 4.710 -0.666 0.929 -0.3351 0.0299 -0.1475
H 4.384 0.094 3.896 0.1636 -0.1588 0.1793
H 4.565 -1.561 3.197 0.4108 0.0919 0.3044
H 2.104 0.042 3.524 -0.1140 0.2167 -0.2623
H 2.381 -1.684 3.463 -0.3896 -0.0688 -0.1728
H 0.044 1.334 0.556 -0.2282 0.0598 0.1420
H 0.354 1.396 2.336 -0.2062 0.0297 -0.0060
H 1.655 1.435 1.185 0.0820 0.0036 -0.0792
H -1.297 0.184 2.902 0.1109 0.3764 -0.6136
H -2.941 -0.847 4.559 -0.6409 0.0986 -0.1644
H -2.215 -3.636 3.749 0.2983 -0.2066 -0.1506
H -1.947 1.410 1.278 0.2923 -0.1583 0.1003
H -2.347 0.842 -0.307 -0.3018 -0.0503 -0.1126
H -3.937 0.994 2.233 -0.0872 -0.0719 0.1231
H -4.254 -0.432 1.311 -0.2291 -0.0265 -0.4114
H -0.723 -1.654 -1.896 0.0822 0.3275 0.0230
H -3.752 -1.304 -3.723 -0.0552 0.1704 -0.0171
H -2.370 -0.496 -3.369 -0.2616 0.2304 -0.3478
H -4.405 -3.235 -2.004 0.1154 -0.1317 0.1900
H 1.586 -2.820 0.600 0.0097 0.4714 0.2463
H 0.137 -3.162 -0.294 -0.3863 0.2266 0.3530
H 2.724 -2.769 -1.461 0.1436 0.2652 -0.0147
H 1.204 -3.170 -2.225 0.0274 -0.0911 -0.0037
H 2.495 0.309 -1.236 0.2711 -0.1221 0.1153
H 3.608 -0.878 -1.928 -0.0927 -0.2858 -0.0807
H 1.462 4.177 -1.875 0.0230 -0.1906 0.1849

=====

No. 2
68
Properties=species:S:1:pos:R:3:forces:R:3 method="wB97M-V/def2-TZVPD" multiplicity=1 orbital_gap_ev=0.98
C 4.122 -2.172 -0.192 0.2245 0.3686 -0.2503
B 4.308 -0.853 0.623 -0.0540 -0.5360 -0.2564
O 4.805 -0.970 1.889 0.1643 0.5286 -0.2267
C 3.954 0.569 0.005 0.1368 -0.1073 0.5197
C 4.720 1.271 -0.931 -0.1868 0.0891 -0.0543
C 4.334 2.515 -1.420 0.2424 -0.0781 -0.2617
C 3.174 3.141 -0.996 -0.0964 0.1567 0.0825
C 2.417 2.467 -0.071 -0.0976 -0.1036 0.2275
C 2.792 1.217 0.404 0.1470 0.2229 0.1938
C 1.726 0.800 1.372 0.3887 -0.1187 -1.8793
O 1.810 0.053 2.314 -0.1523 -0.0142 0.3542
N 0.594 1.550 0.979 -0.3082 0.2476 2.7903
C -0.466 1.482 2.005 -0.8210 0.2236 -0.2489
C -1.701 2.302 1.677 -0.0864 0.1765 -0.4506
C -2.316 1.948 0.319 -0.7202 0.1234 0.5609
C -3.228 0.706 0.380 0.0066 0.5010 -0.7327
C -4.465 0.844 -0.523 -0.3823 -0.5240 -0.2246
C -5.710 1.245 0.276 0.6009 -0.5060 -0.0861
O -6.965 0.769 -0.270 0.2368 0.0424 -0.0396
C -7.404 -0.325 0.414 -0.2223 0.0843 0.0313
C -6.819 -1.652 0.051 -0.3208 -0.2215 0.1608
O -8.223 -0.199 1.285 -0.2586 0.0569 0.0421
C 1.128 2.836 0.609 0.5980 -0.3339 -1.6441
O 0.697 3.917 0.830 -0.7131 -0.0513 -0.1015
H 4.735 -2.965 0.224 -0.2341 -0.2324 0.1404
H 4.447 -2.023 -1.225 -0.0826 0.0097 -0.1094
H 3.083 -2.495 -0.259 -0.0567 -0.1245 0.1033
H 4.962 -0.090 2.247 -0.0305 -0.0936 0.3444
H 5.647 0.871 -1.325 -0.1243 -0.0903 0.0083
H 4.962 2.992 -2.156 0.0558 0.1377 0.0105
H 2.860 4.103 -1.368 0.0723 0.1159 -0.0098
H -0.773 0.441 2.067 0.2064 -0.1519 0.0592
H -0.109 1.760 3.005 0.2261 0.0088 -0.0198
H -1.532 3.374 1.725 0.4013 0.0124 0.0302
H -2.443 2.096 2.449 -0.0012 -0.0971 0.0974
H -2.961 2.785 0.046 0.0616 0.1408 -0.0785
H -1.573 1.870 -0.473 0.1020 -0.0761 -0.0089
H -3.597 0.592 1.400 0.2816 -0.2902 0.1703
H -2.677 -0.179 0.063 0.0213 -0.1760 0.2717
H -4.323 1.624 -1.273 0.2534 -0.0967 -0.1880
H -4.597 -0.107 -1.131 -0.2357 1.5414 1.4778
H -5.748 2.330 0.331 -0.4069 0.0626 0.1434
H -5.633 0.836 1.285 -0.0007 0.2143 0.1781
H -7.503 -2.432 0.375 -0.0725 -0.0219 0.0780
H -6.616 -1.747 -1.007 0.2847 0.1359 -0.0674
H -5.905 -1.786 0.630 0.2342 0.0347 -0.2059
O -5.453 -4.107 -3.122 -0.2787 -0.6756 -0.3340
H -5.327 -4.715 -3.857 0.0977 -0.6306 0.3184
H -6.128 -3.484 -3.406 0.1389 -0.1203 1.6039
Li 2.081 2.803 3.075 -0.1602 1.8777 -0.0898
O 6.124 5.194 -2.260 0.0081 0.0538 -0.0546
H 5.508 5.911 -2.437 -0.0263 -0.0093 0.0088
H 6.858 5.618 -1.806 0.0091 -0.0316 0.0338
Br -4.545 -1.307 -2.700 -0.1805 -0.8409 -2.0191
C 8.495 -2.350 -0.240 0.3602 0.7735 -0.1528
Br 7.449 -3.977 0.376 0.5453 1.3415 0.1523
Br 7.335 -0.879 -0.611 0.2699 -0.2808 0.0631
Br 9.866 -1.909 1.012 -0.1284 -0.1292 0.0287
H 8.974 -2.638 -1.164 -0.1189 -0.2352 -0.0061
Mg 6.659 -6.226 0.279 -1.0125 -1.4815 -0.1103
O -9.340 -2.364 2.863 0.0621 -0.0897 -0.1102
H -8.998 -1.685 2.244 -0.0284 0.1359 0.1121
F 1.964 5.244 2.743 0.3730 -1.9235 0.5432
K -6.021 -2.907 -5.363 0.3809 1.1653 -0.9615
N 1.619 -5.386 -0.570 -0.2053 -0.1097 0.1143
O 1.181 -6.091 0.342 0.0921 -0.0305 0.0014
O 0.863 -4.861 -1.391 0.1084 0.0418 -0.0097
O 2.854 -5.192 -0.668 0.4117 0.0084 -0.0638

=====

No. 3
55
Properties=species:S:1:pos:R:3:forces:R:3 method="wB97M-V/def2-TZVPD" multiplicity=3 s2=2.017 charge=+2 orbital_gap_ev="6.22 / 7.34"
Mo 0.459 -0.104 -0.354 0.2861 -0.1842 -0.1768
C 1.022 -4.622 -0.735 0.0175 -0.0142 -0.0078
C 0.419 -3.416 -1.460 0.0432 -0.0430 0.0024
C 1.395 -2.246 -1.495 0.1046 -0.0486 0.0292
C -0.842 -2.957 -0.806 0.0687 -0.0197 0.0128
C -2.051 -3.578 -0.532 -0.0818 0.0032 -0.0168
C -2.813 -2.623 0.126 0.0697 0.0307 0.0222
N -2.095 -1.501 0.251 -0.0484 -0.0249 0.0128
N -0.881 -1.703 -0.319 -0.0991 0.1275 0.0330
B -2.403 -0.117 0.871 -0.0618 -0.0350 0.0111
N -2.233 0.942 -0.246 -0.0259 0.0434 -0.0400
C -3.121 1.734 -0.827 0.0790 -0.0340 0.0721
C -2.521 2.411 -1.888 0.0123 -0.0330 -0.0468
C -1.218 1.972 -1.935 0.0150 0.0659 -0.0249
N -1.032 1.074 -0.906 -0.1926 0.0739 -0.0585
C -0.121 2.387 -2.863 0.0115 0.0400 0.0071
C -0.652 2.599 -4.281 -0.0105 -0.0024 -0.0239
C 0.550 3.658 -2.327 0.0491 0.0001 0.0069
N -1.317 0.177 1.923 0.0521 -0.0007 0.0390
C -1.421 0.331 3.237 0.0084 0.0148 -0.0799
C -0.154 0.469 3.786 -0.0121 -0.0270 0.0100
C 0.735 0.381 2.733 0.0437 0.0012 0.0302
N 0.015 0.215 1.577 -0.0940 0.0049 0.2274
C 2.228 0.473 2.791 0.0091 0.0308 -0.0174
C 2.769 -0.229 4.037 0.0124 -0.0171 0.0136
C 2.654 1.946 2.762 0.0201 0.0135 -0.0349
H 1.929 -4.956 -1.237 0.0064 -0.0012 0.0009
H 0.320 -5.454 -0.724 0.0013 0.0078 -0.0025
H 1.265 -4.373 0.300 -0.0005 0.0016 -0.0050
H 0.196 -3.698 -2.493 -0.0033 0.0002 0.0151
H 1.702 -1.960 -0.455 -0.0477 -0.0162 -0.0393
H 1.009 -1.409 -2.115 -0.0437 0.0802 -0.0492
H 2.355 -2.469 -1.962 -0.0254 -0.0446 0.0110
H -2.347 -4.584 -0.777 0.0061 0.0039 -0.0106
H -3.817 -2.671 0.513 -0.0033 -0.0222 -0.0021
H -3.491 -0.075 1.340 -0.0340 0.0036 0.0197
H -4.134 1.774 -0.458 -0.0120 0.0044 -0.0110
H -2.991 3.124 -2.542 0.0041 -0.0017 -0.0064
H 0.623 1.584 -2.891 -0.0026 -0.0053 -0.0034
H -1.355 3.433 -4.314 -0.0048 -0.0019 0.0043
H -1.151 1.711 -4.667 -0.0005 0.0004 -0.0019
H 0.173 2.846 -4.947 0.0020 -0.0063 0.0065
H -0.155 4.489 -2.326 -0.0142 -0.0035 -0.0037
H 1.390 3.929 -2.966 -0.0046 0.0033 0.0025
H 0.923 3.527 -1.310 -0.0131 0.0108 -0.0052
H -2.392 0.333 3.706 0.0023 0.0008 0.0161
H 0.087 0.606 4.826 0.0041 -0.0013 0.0008
H 2.636 -0.031 1.912 -0.0075 0.0024 0.0053
H 2.444 0.275 4.947 -0.0071 0.0029 -0.0005
H 3.858 -0.202 4.025 -0.0022 -0.0010 -0.0085
H 2.454 -1.272 4.087 -0.0005 0.0016 -0.0006
H 2.299 2.462 3.654 -0.0084 -0.0041 0.0062
H 2.263 2.471 1.889 -0.0024 0.0012 0.0179
H 3.742 2.016 2.744 -0.0018 0.0004 0.0010
I 2.797 0.904 -0.879 -0.0631 0.0177 0.0404

=====

No. 4
55
Properties=species:S:1:pos:R:3:forces:R:3 method="wB97M-V/def2-TZVPD" multiplicity=6 s2=8.759 charge=+2 orbital_gap_ev="7.20 / 8.18"
Sm 0.007 -0.012 1.295 0.1333 -0.0546 -0.3254
C -1.927 3.310 1.278 0.0068 -0.0125 -0.0588
C -1.581 2.721 -0.051 0.0281 -0.0599 0.0798
C -1.845 3.184 -1.322 -0.0344 0.0717 -0.0566
C -1.298 2.246 -2.196 -0.0166 0.0228 -0.0160
C -1.305 2.271 -3.687 0.0090 -0.0149 0.0216
N -0.736 1.271 -1.467 -0.0326 0.0575 -0.1029
N -0.906 1.556 -0.132 0.0565 -0.1392 0.0503
B 0.002 -0.001 -1.989 -0.0039 -0.0049 0.1381
N 1.476 -0.006 -1.487 0.0434 0.0155 -0.0934
N 1.805 -0.013 -0.156 -0.2498 -0.0152 0.1390
C 3.148 -0.013 -0.068 -0.0775 -0.0067 0.0997
C 3.823 -0.022 1.265 0.0362 0.0027 -0.1043
C 3.686 -0.006 -1.340 0.0988 0.0027 -0.0430
C 2.604 -0.001 -2.215 0.0158 -0.0075 -0.0189
C 2.627 0.007 -3.705 -0.0210 0.0021 0.0140
N -0.733 -1.280 -1.492 -0.0211 -0.0290 -0.0879
N -0.897 -1.567 -0.159 0.0872 0.1532 0.0944
C -1.574 -2.729 -0.075 0.0401 0.0789 0.0898
C -1.914 -3.316 1.255 -0.0199 -0.0302 -0.1027
C -1.845 -3.191 -1.348 -0.0461 -0.0918 -0.0402
C -1.300 -2.253 -2.221 -0.0097 -0.0084 -0.0216
C -1.311 -2.269 -3.711 0.0091 0.0176 0.0130
H -2.476 4.241 1.153 0.0030 -0.0055 -0.0085
H -1.028 3.539 1.854 0.0037 0.0092 0.0172
H -2.563 2.635 1.855 -0.0097 0.0004 0.0177
H -2.367 4.086 -1.594 0.0147 -0.0242 0.0038
H -1.822 3.163 -4.032 -0.0001 -0.0001 0.0086
H -1.817 1.400 -4.095 0.0027 0.0054 0.0044
H -0.292 2.286 -4.087 -0.0062 -0.0005 0.0050
H -0.003 0.012 -3.174 0.0021 -0.0017 0.0324
H 3.093 -0.022 2.080 -0.0232 -0.0002 0.0688
H 4.458 0.854 1.390 -0.0120 0.0032 -0.0062
H 4.450 -0.905 1.382 -0.0115 -0.0042 -0.0071
H 4.730 -0.004 -1.608 -0.0288 0.0013 -0.0056
H 3.657 0.004 -4.054 0.0007 0.0005 0.0093
H 2.134 0.894 -4.103 0.0039 -0.0055 0.0035
H 2.124 -0.870 -4.112 0.0037 0.0050 0.0033
H -1.551 -2.685 2.071 0.0130 0.0195 0.0698
H -1.468 -4.303 1.374 0.0088 0.0080 -0.0074
H -2.991 -3.425 1.373 0.0030 0.0115 -0.0066
H -2.370 -4.092 -1.619 0.0146 0.0244 -0.0040
H -1.825 -3.160 -4.064 -0.0010 -0.0009 0.0103
H -0.298 -2.277 -4.113 -0.0066 -0.0011 0.0042
H -1.825 -1.396 -4.112 0.0019 -0.0068 0.0035
C -0.006 1.310 5.565 -0.0085 0.0302 0.0253
C 0.012 0.011 4.847 0.0057 0.0153 -0.0005
C 0.017 -1.280 5.580 0.0186 -0.0311 0.0251
O 0.019 0.003 3.599 -0.0118 -0.0016 0.0989
H 0.008 1.194 6.643 0.0001 -0.0009 0.0043
H -0.898 1.867 5.268 -0.0090 -0.0160 -0.0097
H 0.853 1.907 5.247 0.0095 -0.0152 -0.0113
H 0.062 -1.151 6.655 -0.0005 0.0009 0.0042
H 0.863 -1.884 5.242 0.0032 0.0105 -0.0148
H -0.887 -1.837 5.319 -0.0157 0.0199 -0.0057